Entry 1:
DFT (the ωB97M-V functional and the def2-TZVPD basis) results for C26H25BiGeN4OS as an isolated structure.

Orbital gap: 7.0 eV
DFT total energy: -3989.2301 Eh
Net charge: +2

Each line ends with the Löwdin charge.
Geometry (Å):
H: 1.65212 -4.30331 -4.98088  0.119
C: -4.14930 1.60608 1.48299  0.010
C: 0.52747 -0.54430 1.32710  -0.127
C: -0.90242 -4.91669 3.10168  -0.057
H: -3.19384 6.90460 -0.72637  0.119
N: 1.13268 2.88678 -0.97355  0.008
H: -4.90554 1.92556 2.18717  0.133
C: 0.29408 -5.04267 3.79463  -0.045
N: 3.31371 2.84696 -1.57952  0.129
H: 2.40995 -4.68705 3.78471  0.117
C: -0.02373 5.08277 0.52657  -0.020
C: -3.14796 -0.05935 0.11798  -0.100
C: 1.09932 -3.58942 -3.04117  -0.129
N: -0.01843 2.24960 -0.73622  -0.142
H: -1.82475 -5.28145 3.53315  0.116
H: 0.67487 7.01865 1.09815  0.118
H: -3.08518 -1.06196 -0.28967  0.117
H: 2.40526 -3.63512 1.55324  0.103
H: 3.35442 3.84757 -1.46434  0.131
C: -4.15798 0.31204 0.98602  -0.001
C: -0.13383 6.45578 0.65240  -0.046
C: -3.15779 2.49030 1.08058  0.037
H: -3.03913 4.46197 -0.91365  0.123
H: 4.07101 -3.92884 -4.61008  0.121
H: -0.12588 0.23132 1.73025  0.090
Bi: -0.32357 0.16102 -1.63278  1.617
H: -4.92031 -0.39875 1.27071  0.127
C: -1.03479 2.89065 -0.21907  -0.141
C: 2.00570 -3.89153 -4.04531  -0.052
H: -1.35329 8.18645 0.31181  0.121
C: 2.91197 -2.84193 -1.62182  -0.148
C: 2.16670 2.20613 -1.37057  -0.798
H: 0.62879 -1.33818 2.06535  0.084
H: 4.12686 2.35600 -1.90585  0.108
Ge: 0.19043 -3.01052 -0.44430  1.055
C: -2.18854 2.05480 0.18396  -0.214
H: 3.27198 -2.42883 -0.68709  0.098
N: -2.19249 0.78936 -0.25253  -0.080
C: -1.07803 4.34178 -0.01862  -0.180
C: 3.80940 -3.14071 -2.63302  -0.056
H: 4.86693 -2.97099 -2.47990  0.119
C: -1.27351 7.11250 0.20980  -0.038
H: 0.30719 -5.51619 4.76714  0.119
H: -3.13420 3.49701 1.46792  0.132
H: -1.84126 -4.23978 1.29201  0.097
C: -0.91471 -4.32630 1.84820  -0.113
H: 0.04020 -3.76636 -3.19700  0.094
C: -2.31529 6.39191 -0.35941  -0.046
O: -0.07856 -1.09418 0.14519  -0.682
C: 3.36013 -3.67413 -3.83544  -0.039
C: 1.55045 -3.06766 -1.82575  -0.363
C: -2.23068 5.01672 -0.45470  -0.035
C: 1.47688 -3.98647 1.98897  -0.109
H: 1.51107 -0.12622 1.10780  0.068
C: 1.48064 -4.57899 3.24164  -0.055
H: 0.85792 4.58058 0.88893  0.109
H: -1.21268 -3.06352 -1.08517  0.019
C: 0.27523 -3.85653 1.29357  -0.336
S: 2.18434 0.46310 -1.65584  0.594



Entry 2:
DFT (the ωB97M-V functional and the def2-TZVPD basis) results for one molecule with the formula C4H8O3.

Orbital gap: 11.3 eV
SMILES string: C[C@@H](O)COC=O
DFT total energy: -382.9288 Eh
Net charge: 0

Each line ends with the Löwdin charge.
Geometry (Å):
C: 2.12743 -0.63946 -0.40186  -0.349
H: 0.09148 1.27658 -1.37556  0.082
H: 0.14630 0.92568 1.07249  0.139
H: -1.54454 0.58808 -1.45859  0.092
H: -1.64827 0.10782 2.09191  0.098
C: -0.84252 1.13845 -0.82305  -0.030
O: 2.39436 -0.12578 0.65434  0.075
O: 0.94047 -1.13466 -0.75523  -0.027
C: -0.10711 -1.04387 0.22513  -0.125
C: -0.59692 0.38717 0.47166  -0.432
O: -1.83394 0.30323 1.16562  -0.031
H: -1.26762 2.12114 -0.60316  0.087
H: 0.23523 -1.50420 1.15898  0.135
H: -0.93046 -1.62856 -0.19044  0.137
H: 2.83612 -0.77162 -1.23223  0.148



Entry 3:
DFT (the ωB97M-V functional and the def2-TZVPD basis) results for one molecule with the formula C3H6N2OS.

Orbital gap: 9.8 eV
SMILES string: [H]/N=C/N(C)SC=O
DFT total energy: -700.8006 Eh
Net charge: 0

Each line ends with the Löwdin charge.
Geometry (Å):
H: -0.98547 2.79211 -1.45460  0.106
C: -0.56177 1.92977 -0.78964  -0.612
H: -0.55501 -1.68286 1.70535  0.071
S: -0.98885 0.30579 -1.35458  0.963
N: -0.19754 -0.51139 -0.12170  -0.527
O: -0.06656 2.20027 0.23473  0.001
H: -1.09391 0.11886 1.70835  0.090
H: 2.88012 -0.70340 -1.12338  0.059
N: 1.87404 -0.45770 -1.22990  0.059
H: 1.58002 -1.26937 0.74126  0.137
C: -1.00607 -0.86533 1.13125  -0.091
C: 1.19792 -0.78137 -0.21021  -0.343
H: -2.07693 -1.07538 0.76307  0.086



Lowest unoccupied orbital energy across the listed records, respectively: -7.05; 0.81; 0.80 eV.